Computed, not measured: one molecule with the formula C4H8O2, with ωB97M-V/def2-TZVPD.

```
14
Properties=species:S:1:pos:R:3:forces:R:3
C 1.547 0.184 -0.176 -0.055 -0.106 0.099
C 0.133 -0.142 0.280 0.080 0.165 -0.293
O 0.204 -0.698 1.573 -0.189 -0.033 0.104
C -0.802 -0.886 -0.699 0.148 -0.352 -0.068
O -1.668 0.251 -0.811 -0.140 0.023 -0.223
C -0.867 1.018 0.098 0.058 0.229 0.099
H 1.531 0.928 -0.977 -0.012 -0.112 0.084
H 2.095 -0.687 -0.547 -0.144 -0.001 0.197
H 2.080 0.598 0.687 0.036 -0.003 -0.204
H -0.703 -0.830 1.883 0.257 -0.045 0.015
H -1.313 -1.753 -0.256 0.096 0.152 -0.036
H -0.371 -1.187 -1.663 -0.033 0.122 0.108
H -1.433 1.302 0.993 0.117 0.019 -0.039
H -0.433 1.903 -0.384 -0.219 -0.058 0.156
```
Positions in Å, forces in eV/Å.

Properties
spin multiplicity: 1
SMILES: CC1(O)COC1
Kohn-Sham gap: 10.819 eV
HOMO: -9.925 eV

Atomic partial charges in e from the natural (NBO) method, atoms 1 to 8: -0.622 0.201 -0.701 -0.084 -0.537 -0.082 0.213 0.217

Computed, not measured: one molecule with the formula C4H8O2 at a distorted geometry, with ωB97M-V/def2-TZVPD.

```
14
Properties=species:S:1:pos:R:3:forces:R:3
C 1.705 -0.044 0.644 0.177 0.108 0.074
C 0.556 -0.047 -0.323 0.375 0.196 0.175
O -0.309 -1.169 -0.004 -0.078 0.485 1.084
C -0.575 0.961 -0.089 0.029 0.173 -0.002
C -1.494 -0.259 0.012 0.801 -0.399 0.570
O -2.080 -0.681 -1.159 0.564 -0.602 -0.276
H 2.338 -0.923 0.484 -0.047 0.143 0.019
H 2.308 0.860 0.528 0.053 -0.049 0.024
H 1.309 -0.088 1.664 0.114 0.061 -0.111
H 0.903 -0.089 -1.366 -0.112 -0.106 0.223
H -1.262 -1.295 -1.242 -1.968 0.163 -1.490
H -0.813 1.643 -0.907 0.004 -0.107 0.138
H -0.464 1.504 0.853 -0.034 -0.042 -0.138
H -2.123 -0.374 0.907 0.122 -0.023 -0.291
```
Positions in Å, forces in eV/Å.

Properties
spin multiplicity: 1
SMILES: C[C@@H]1C[C@@H](O)O1
Kohn-Sham gap: 11.282 eV
HOMO: -10.218 eV

Atomic partial charges in e from the natural (NBO) method, atoms 1 to 8: -0.624 0.098 -0.563 -0.481 0.379 -0.733 0.221 0.213

Computed, not measured: C4H8O2 as an isolated structure at a distorted geometry, with ωB97M-V/def2-TZVPD.

```
14
Properties=species:S:1:pos:R:3:forces:R:3
C 0.596 1.037 -0.016 5.760 -0.255 -3.189
C -1.268 0.117 0.860 1.137 -2.553 -0.738
C 0.351 -0.331 -0.062 -5.554 0.938 3.158
C 0.524 -1.568 -0.431 0.361 -0.020 -0.250
O 2.040 0.863 -1.056 -1.154 1.363 0.817
O -2.256 0.495 -0.043 -0.005 0.186 -0.234
H 2.801 0.618 -0.514 -0.272 0.184 0.203
H -2.319 -0.163 -0.745 0.020 0.011 0.116
H 0.985 1.445 0.914 -0.311 0.044 -0.138
H 0.019 1.675 -0.677 -0.178 -0.037 0.353
H -1.435 -0.866 1.310 -0.326 0.032 0.115
H -1.234 0.856 1.657 0.445 0.146 -0.252
H -0.171 -2.346 -0.141 -0.002 0.027 0.063
H 1.366 -1.830 -1.055 0.080 -0.065 -0.025
```
Positions in Å, forces in eV/Å.

Properties
spin multiplicity: 1
Kohn-Sham gap: 9.286 eV
HOMO: -8.503 eV

Atomic partial charges in e from the natural (NBO) method, atoms 1 to 8: -0.134 -0.096 0.056 -0.426 -0.873 -0.712 0.445 0.477

Computed, not measured: a 2-piece molecular cluster, C4H8O2 overall at a distorted geometry, with ωB97M-V/def2-TZVPD.

```
14
Properties=species:S:1:pos:R:3:forces:R:3
C -0.221 1.400 -1.303 -1.025 -1.112 -0.556
C 0.141 1.996 -0.165 0.881 0.805 -1.548
O 1.364 1.920 0.452 -1.335 -1.117 0.352
H -1.029 1.762 -1.932 -0.465 0.426 0.820
H 0.009 0.422 -1.726 1.335 0.251 0.283
H -0.482 2.806 0.156 0.205 0.578 0.425
H 1.665 1.013 0.293 0.414 0.200 0.083
C 0.482 -2.019 0.327 1.565 0.237 -0.243
C -0.634 -1.779 1.010 1.052 0.013 -0.014
O -1.314 -0.600 0.942 -0.679 -0.895 -0.348
H 1.227 -2.772 0.587 -0.946 -0.550 0.027
H 0.980 -1.350 -0.397 -0.887 0.139 0.361
H -0.992 -2.529 1.717 -0.159 0.568 0.065
H -1.196 -0.269 0.038 0.043 0.457 0.294
```
Positions in Å, forces in eV/Å.

Properties
spin multiplicity: 1
SMILES: C=CO.C=CO
Kohn-Sham gap: 10.169 eV
HOMO: -9.272 eV

Atomic partial charges in e from the natural (NBO) method, atoms 1 to 8: -0.586 0.177 -0.662 0.217 0.199 0.184 0.479 -0.551

Computed, not measured: C4H8O2 as an isolated structure at a distorted geometry, with ωB97M-V/def2-TZVPD.

```
14
Properties=species:S:1:pos:R:3:forces:R:3
C -1.194 -0.599 -1.030 -0.343 -0.055 0.623
O -0.132 -0.057 -0.169 1.414 0.313 -1.895
C -1.132 1.624 0.913 0.403 0.402 -0.382
C -1.811 1.898 1.884 -0.029 -0.135 -0.329
H -0.863 -0.831 -2.038 0.489 0.278 0.136
H -2.002 0.126 -1.056 -0.001 -0.059 0.136
H -1.493 -1.516 -0.531 -0.202 0.068 -0.087
H -2.473 2.175 2.671 0.097 0.019 0.043
C 2.266 -0.769 -0.041 0.036 0.161 0.542
O 1.276 -0.731 -1.024 -0.313 -0.104 0.267
H -0.091 1.057 -0.226 -1.409 -0.846 1.369
H 1.952 -1.342 0.841 0.034 -0.028 -0.203
H 2.557 0.236 0.289 0.057 -0.106 -0.125
H 3.141 -1.269 -0.483 -0.235 0.092 -0.096
```
Positions in Å, forces in eV/Å.

Properties
spin multiplicity: 1
Kohn-Sham gap (spin up / spin down): 7.377 / 8.422 eV
HOMO (spin up / spin down): -9.189 / -9.376 eV

Atomic partial charges in e from the natural (NBO) method, atoms 1 to 8: -0.267 -0.401 -0.333 -0.378 0.215 0.227 0.204 0.223

Computed, not measured: C4H8O2 as an isolated structure, with ωB97M-V/def2-TZVPD.

```
14
Properties=species:S:1:pos:R:3:forces:R:3
C 1.244 -0.915 0.740 0.214 -0.185 0.135
C -0.922 -0.121 0.025 0.172 0.202 -0.136
O -2.073 -0.893 -0.116 -0.035 0.063 0.126
C -0.809 1.376 0.078 0.014 0.182 0.130
C -0.146 0.518 -0.962 -0.056 -0.068 0.012
O 1.329 0.235 -0.630 0.003 -0.117 -0.105
H 0.635 -0.698 1.602 0.195 0.076 -0.061
H 2.305 -0.735 0.924 -0.069 -0.072 -0.152
H 1.026 -1.884 0.304 -0.027 0.146 0.124
H -2.280 -1.164 0.788 -0.173 -0.054 -0.302
H -1.588 2.053 -0.292 0.092 -0.154 -0.034
H -0.192 1.823 0.864 -0.154 -0.055 -0.097
H -0.235 0.680 -2.035 -0.070 -0.113 0.235
H 1.757 -0.257 -1.361 -0.107 0.150 0.125
```
Positions in Å, forces in eV/Å.

Properties
spin multiplicity: 1
Kohn-Sham gap (spin up / spin down): 7.197 / 7.198 eV
HOMO (spin up / spin down): -6.500 / -6.501 eV

Atomic partial charges in e from the natural (NBO) method, atoms 1 to 8: -0.344 0.011 -0.708 -0.480 -0.034 -0.615 0.233 0.175

Computed, not measured: a 2-piece molecular cluster, C4H8O2 overall, with ωB97M-V/def2-TZVPD.

```
14
Properties=species:S:1:pos:R:3:forces:R:3
C 2.127 0.389 -1.302 0.338 0.180 -0.254
O 1.115 0.040 -0.384 -0.147 -0.162 -0.026
C -0.638 -0.507 1.765 -0.147 -0.016 -0.056
C -1.628 -0.631 0.882 0.091 -0.016 0.161
C -1.989 0.503 0.003 -0.212 -0.023 -0.155
O -2.861 0.455 -0.836 0.332 0.025 0.283
H 1.740 0.519 -2.322 0.047 -0.020 0.156
H 2.947 -0.343 -1.322 -0.152 0.088 0.009
H 2.530 1.345 -0.962 0.016 -0.100 -0.107
H -0.074 0.420 1.838 -0.120 -0.138 -0.004
H -0.333 -1.320 2.417 -0.096 0.088 -0.072
H -2.199 -1.548 0.758 0.057 0.117 0.033
H 0.652 -0.746 -0.696 0.077 0.080 0.061
H -1.390 1.424 0.161 -0.082 -0.102 -0.028
```
Positions in Å, forces in eV/Å.

Properties
spin multiplicity: 1
SMILES: C=CC=O.CO
Kohn-Sham gap: 10.294 eV
HOMO: -9.828 eV

Atomic partial charges in e from the natural (NBO) method, atoms 1 to 8: -0.247 -0.731 -0.287 -0.337 0.394 -0.523 0.166 0.162

Computed, not measured: one molecule with the formula C4H8O2 at a distorted geometry, with ωB97M-V/def2-TZVPD.

```
14
Properties=species:S:1:pos:R:3:forces:R:3
C -1.055 0.076 1.118 0.441 -0.262 0.283
C 0.467 0.040 0.711 -0.448 0.214 0.092
C 1.008 -0.560 -0.592 -0.070 0.141 0.137
O 0.132 -1.340 -1.360 -0.174 -0.157 0.064
C 0.683 0.895 -0.515 0.133 0.220 -0.132
O -0.498 1.249 -1.150 0.049 0.080 -0.719
H -1.151 0.848 1.889 0.134 -0.346 0.192
H -1.797 0.421 0.371 0.969 -0.320 0.063
H -1.455 -0.868 1.491 0.276 -0.031 0.265
H 1.231 0.034 1.502 -0.706 0.274 -0.142
H 2.063 -0.834 -0.724 -0.415 0.000 0.536
H -0.195 -2.020 -0.758 -0.076 -0.002 -0.307
H 1.435 1.675 -0.586 0.017 -0.258 0.043
H -0.870 0.383 -1.396 -0.129 0.448 -0.375
```
Positions in Å, forces in eV/Å.

Properties
spin multiplicity: 1
SMILES: C[C@H]1[C@@H](O)[C@H]1O
Kohn-Sham gap: 10.068 eV
HOMO: -9.316 eV

Atomic partial charges in e from the natural (NBO) method, atoms 1 to 8: -0.630 -0.295 0.036 -0.713 0.070 -0.698 0.225 0.234

Computed, not measured: C4H8O2 as an isolated structure, with ωB97M-V/def2-TZVPD.

```
14
Properties=species:S:1:pos:R:3:forces:R:3
C -1.764 0.067 0.608 -0.132 0.155 0.344
O -1.239 -0.399 -0.611 -0.029 0.023 -0.171
C 0.129 -0.237 -0.800 0.155 -0.074 -0.167
C 0.963 1.004 -0.401 -0.230 0.360 -0.096
O 2.059 0.126 -0.093 0.138 0.068 0.123
C 1.139 -0.963 0.088 -0.041 -0.369 0.129
H -0.991 0.139 1.383 -0.254 -0.058 -0.036
H -2.207 1.062 0.465 0.023 -0.125 0.120
H -2.540 -0.635 0.937 0.171 0.211 -0.062
H 0.305 -0.482 -1.849 0.071 0.051 0.103
H 0.596 1.507 0.508 0.042 -0.119 -0.173
H 1.218 1.762 -1.148 -0.033 -0.199 0.009
H 0.814 -1.011 1.137 0.026 -0.098 -0.099
H 1.518 -1.939 -0.225 0.093 0.174 -0.023
```
Positions in Å, forces in eV/Å.

Properties
spin multiplicity: 1
Kohn-Sham gap: 10.730 eV
HOMO: -9.736 eV

Atomic partial charges in e from the natural (NBO) method, atoms 1 to 8: -0.256 -0.518 0.069 -0.100 -0.525 -0.096 0.167 0.174

Computed, not measured: a 2-piece molecular cluster, C4H8O2 overall, with ωB97M-V/def2-TZVPD.

```
14
Properties=species:S:1:pos:R:3:forces:R:3
C 1.215 1.319 0.198 0.129 -0.016 -0.015
O 0.506 -0.379 -0.596 0.107 0.221 0.028
C 0.138 -1.334 0.430 0.051 -0.152 0.185
C -1.198 -0.647 0.691 -0.103 0.042 0.118
C -0.925 0.209 -0.583 -0.115 -0.091 -0.050
O -0.771 1.489 -0.518 0.074 -0.085 0.112
H 1.517 1.871 -0.681 -0.105 -0.132 0.102
H 1.973 0.633 0.576 -0.206 0.032 -0.146
H 0.751 1.917 0.973 -0.028 -0.181 -0.181
H 0.878 -1.346 1.239 -0.108 0.017 -0.091
H 0.065 -2.343 0.009 0.041 0.231 -0.002
H -1.199 -0.017 1.585 -0.024 -0.070 -0.143
H -2.089 -1.280 0.679 0.135 0.093 -0.024
H -1.436 -0.182 -1.484 0.152 0.092 0.107
```
Positions in Å, forces in eV/Å.

Properties
spin multiplicity: 1
Kohn-Sham gap: 8.918 eV
HOMO: -8.777 eV

Atomic partial charges in e from the natural (NBO) method, atoms 1 to 8: -0.177 -0.501 -0.082 -0.506 0.415 -0.701 0.216 0.174

Computed, not measured: a 2-piece molecular cluster, C4H8O2 overall, with ωB97M-V/def2-TZVPD.

```
14
Properties=species:S:1:pos:R:3:forces:R:3
C -1.601 -0.715 0.250 -0.463 0.048 0.861
O -1.094 -0.604 -0.928 -0.009 -0.216 -0.914
C -0.294 0.348 -1.368 -0.008 0.396 -0.170
C 0.540 1.133 -0.403 -0.031 0.034 0.016
C 1.601 0.068 -0.263 0.278 -0.266 0.262
O 1.553 -0.861 0.520 0.182 0.474 -0.345
H -1.494 0.090 0.962 0.005 -0.222 -0.077
H -0.293 -0.766 2.500 0.127 -0.011 0.276
H -2.221 -1.581 0.422 0.027 0.091 -0.134
H 0.008 0.179 -2.390 0.005 0.065 0.033
H 0.049 1.384 0.541 0.068 -0.113 -0.188
H 0.917 2.050 -0.863 0.001 -0.212 0.006
H 2.389 0.107 -1.041 -0.049 -0.033 0.033
H 0.303 -0.778 2.047 -0.134 -0.035 0.340
```
Positions in Å, forces in eV/Å.

Properties
spin multiplicity: 1
Kohn-Sham gap (spin up / spin down): 8.130 / 7.674 eV
HOMO (spin up / spin down): -7.532 / -7.528 eV

Atomic partial charges in e from the natural (NBO) method, atoms 1 to 8: -0.061 -0.346 0.033 -0.575 0.405 -0.553 0.160 -0.065

Computed, not measured: one molecule with the formula C4H8O2, with ωB97M-V/def2-TZVPD.

```
14
Properties=species:S:1:pos:R:3:forces:R:3
C 1.626 0.588 -0.023 0.013 0.014 0.046
C 0.596 -0.509 0.117 0.285 0.012 -0.222
O -0.102 -0.499 1.380 0.076 0.013 0.140
C -1.377 -0.562 0.723 -0.365 -0.021 -0.059
C -0.734 -0.345 -0.654 -0.027 -0.287 -0.027
O -0.968 0.893 -1.269 -0.009 0.220 0.159
H 1.222 1.548 0.316 0.053 -0.116 -0.061
H 2.517 0.370 0.571 -0.136 0.017 -0.056
H 1.918 0.687 -1.074 -0.006 -0.022 0.144
H 1.056 -1.493 -0.052 -0.075 0.121 0.006
H -2.059 0.234 1.048 0.115 -0.102 -0.028
H -1.867 -1.535 0.861 0.088 0.120 -0.011
H -0.935 -1.102 -1.415 0.018 0.080 0.140
H -0.865 1.585 -0.602 -0.031 -0.051 -0.170
```
Positions in Å, forces in eV/Å.

Properties
spin multiplicity: 1
SMILES: C[C@H]1OC[C@H]1O
Kohn-Sham gap: 10.873 eV
HOMO: -9.924 eV

Atomic partial charges in e from the natural (NBO) method, atoms 1 to 8: -0.635 0.075 -0.535 -0.092 0.055 -0.696 0.205 0.223